Below is 5 unconnected molecules or ions with the total composition C43H56O11P, with properties calculated with ωB97M-V with the def2-TZVPD basis set.

## Properties
- HOMO-LUMO gap (eV) = 7.758
- net charge = +1
- LUMO level (eV) = -3.339

Structure (XYZ):
```
111
Properties=species:S:1:pos:R:3:forces:R:3
C -0.218724 5.193467 8.102857 0.0289 -0.0208 0.0461
C -0.966752 3.959906 8.637186 -0.1443 0.2003 -0.0741
C -2.481227 4.044405 8.435404 0.0432 -0.0610 0.0441
O -3.041011 2.771338 7.957730 0.1168 0.0258 0.0238
P -2.903150 2.383634 6.442747 -0.0945 -0.1923 0.0343
C -3.325657 0.652088 6.304258 -0.0681 -0.1393 -0.1804
C -2.060422 -0.212176 6.164806 0.0433 0.1494 0.0144
C -1.282074 0.086060 4.864609 0.0789 -0.1046 0.1947
C 0.217409 0.405220 5.051537 -0.0968 -0.0709 -0.3146
C 0.661459 1.749193 4.466713 -0.1041 0.0307 0.3524
C 2.168589 1.819708 4.239474 0.0094 -0.0106 -0.1772
C 2.690746 0.996512 3.037866 -0.0305 0.0899 0.0554
C 1.666838 0.660831 1.955250 0.1399 -0.0838 -0.0366
C 2.325985 0.002509 0.742864 0.1160 0.1744 0.1094
C 3.051416 1.007491 -0.172742 0.0778 -0.2533 0.0690
C 2.732286 0.808707 -1.651751 -0.0655 0.2123 0.1310
C 1.249230 1.048241 -1.997039 -0.0249 -0.1171 -0.2465
O 0.537050 1.790635 -1.019340 0.1007 0.0381 0.1027
C 0.783824 3.179486 -1.095524 -0.0125 -0.0072 -0.0714
C -3.943510 3.446597 5.441307 0.2059 0.4872 -0.1201
C -3.354236 4.793699 4.986680 -0.0919 0.1570 0.8982
C -1.921407 5.035313 4.753607 -0.3559 -0.1332 -1.2856
O -2.896499 4.899991 3.679049 0.0221 0.1264 0.0910
H 0.513910 5.553923 8.820942 0.0361 -0.0231 -0.0060
H 0.318389 4.971154 7.180851 -0.0498 0.0136 -0.0474
H -0.898750 6.022485 7.902726 -0.0014 0.0234 0.0233
H -0.608677 3.057646 8.138672 0.0866 -0.0417 0.0814
H -0.770725 3.834426 9.699734 0.0390 -0.1211 -0.0037
H -2.753787 4.828000 7.725996 -0.0128 -0.0088 -0.0433
H -3.014214 4.220607 9.364184 -0.0174 0.0553 -0.0045
H -1.565778 2.529014 6.070172 -0.0021 0.0785 -0.0605
H -3.949412 0.544580 5.413663 -0.0162 -0.0306 0.0034
H -3.938589 0.378251 7.165063 0.0329 0.0891 0.0660
H -2.372568 -1.254623 6.201852 0.0171 -0.0262 0.0128
H -1.417580 -0.051001 7.034603 -0.0331 -0.0124 0.0460
H -1.369023 -0.783342 4.214064 -0.0761 0.0581 -0.0926
H -1.762949 0.913374 4.327558 0.0082 -0.0033 -0.0431
H 0.490204 0.372395 6.110475 0.0349 -0.0269 0.0064
H 0.785453 -0.383594 4.556621 0.1010 -0.0095 0.0972
H 0.106882 1.955931 3.548857 0.0837 -0.0254 -0.0686
H 0.392878 2.547084 5.174582 -0.0318 0.0362 -0.0194
H 2.661467 1.473979 5.152228 0.0627 0.0771 0.0188
H 2.464103 2.862972 4.113268 -0.0733 0.0329 -0.0242
H 3.148172 0.069718 3.393466 -0.0572 -0.0597 -0.0230
H 3.499529 1.562658 2.570126 0.0719 -0.0441 0.0314
H 0.903941 -0.014798 2.352692 -0.0608 0.0631 0.0285
H 1.162640 1.568694 1.613372 -0.1009 -0.0331 -0.0030
H 3.051933 -0.732206 1.103936 -0.0976 -0.1458 -0.0553
H 1.569824 -0.543586 0.178277 -0.0108 0.0267 -0.0450
H 2.809410 2.027065 0.135764 -0.0608 0.0128 -0.0339
H 4.131537 0.909568 -0.044716 0.0184 0.0260 -0.0123
H 3.357427 1.459651 -2.258709 0.0661 0.0310 0.0184
H 2.992923 -0.213732 -1.934336 0.0182 0.0061 -0.0735
H 1.177940 1.556585 -2.964504 0.0098 -0.0165 -0.0286
H 0.719154 0.102935 -2.112476 -0.0577 -0.0066 0.1796
H 1.765858 3.397591 -1.523442 0.0259 -0.0045 0.0143
H 0.754121 3.596008 -0.087515 -0.0624 0.0038 0.0146
H 0.022210 3.671494 -1.708576 0.0127 0.0248 -0.0154
H -4.797779 3.646348 6.094682 -0.1765 -0.1555 -0.1758
H -4.278494 2.896882 4.559970 -0.0559 -0.0503 0.0388
H -3.929464 5.658449 5.348546 0.1334 -0.3423 -0.1966
H -1.527811 6.040235 4.837650 0.0950 -0.0614 0.2034
H -1.222236 4.215764 4.653259 0.2298 0.0513 0.5551
C 2.245449 2.720617 -7.868606 0.0117 -0.0039 0.0168
C 2.666516 2.749711 -6.607776 -0.0063 0.0018 -0.0109
C 2.898961 1.495871 -5.846078 0.0079 0.0176 -0.0032
O 3.276822 1.528077 -4.692517 -0.0270 0.0080 -0.0638
C 2.650036 0.211058 -6.541520 -0.0029 -0.0081 -0.0064
C 2.228968 0.176005 -7.803223 0.0900 0.0795 0.0132
C 1.994337 1.431096 -8.560764 0.0101 -0.0057 -0.0286
O 1.605884 1.406640 -9.711251 0.0458 0.1104 0.0875
H 2.065910 3.616626 -8.448936 -0.0003 -0.0065 -0.0113
H 2.859320 3.672605 -6.075571 0.0062 -0.0057 0.0081
H 2.827621 -0.686754 -5.963000 0.0062 0.0044 0.0045
H 2.028986 -0.749399 -8.327564 -0.0144 0.0452 0.0667
C -0.455444 -1.176314 -11.917269 0.0017 0.0068 0.0019
C -0.028137 -1.141545 -10.657834 -0.0905 -0.0840 -0.0136
C 0.212109 -2.394074 -9.901022 -0.0082 -0.0031 0.0307
O 0.601959 -2.363607 -8.748206 -0.0535 -0.0977 -0.0789
C -0.036572 -3.684079 -10.588724 -0.0146 -0.0644 0.0156
C -0.466366 -3.715300 -11.847178 -0.0002 0.0062 0.0061
C -0.709751 -2.463764 -12.612113 0.0059 -0.0126 0.0138
O -1.102054 -2.497086 -13.757346 -0.0100 0.0038 -0.0039
H -0.637843 -0.279591 -12.495857 -0.0003 -0.0048 -0.0066
H 0.171206 -0.216900 -10.133060 0.0051 -0.0412 -0.0755
H 0.149673 -4.584022 -10.013950 0.0048 0.0100 0.0119
H -0.656561 -4.640360 -12.376914 0.0086 0.0041 -0.0116
C -1.940889 -6.515851 -6.754241 -0.0068 -0.0107 0.0059
C -3.124633 -6.235248 -6.217882 0.0056 0.0011 -0.0017
C -4.307306 -5.944159 -7.068559 0.0117 -0.0045 -0.0059
O -5.383934 -5.683679 -6.578977 -0.0042 0.0061 0.0029
C -4.118225 -5.982499 -8.541998 0.0035 0.0047 -0.0017
C -2.934049 -6.263502 -9.078023 -0.0001 0.0070 0.0002
C -1.752223 -6.550925 -8.226391 -0.0045 0.0141 0.0182
O -0.669904 -6.800402 -8.713023 0.0120 0.0487 -0.0475
H -1.062091 -6.729123 -6.159249 0.0053 -0.0035 -0.0091
H -3.290728 -6.201924 -5.148708 -0.0099 0.0018 -0.0016
H -4.996034 -5.769099 -9.138498 -0.0049 -0.0001 0.0069
H -2.769353 -6.297667 -10.147653 0.0058 -0.0077 0.0009
C 2.015229 -3.207388 7.143355 0.0266 -0.0466 -0.0518
C 1.061695 -2.858492 6.286737 -0.0658 0.0156 0.0537
C 0.775504 -3.651020 5.067496 -0.0075 0.0318 -0.0142
O -0.100301 -3.300353 4.301597 0.0011 0.0050 -0.0086
C 1.593313 -4.862214 4.827870 -0.0085 -0.0058 -0.0128
C 2.549250 -5.220561 5.681628 -0.0071 0.0077 0.0009
C 2.837601 -4.425493 6.905588 -0.0022 0.0235 -0.0159
O 3.706138 -4.751676 7.680872 0.0064 -0.0104 -0.0009
H 2.245861 -2.643430 8.038220 -0.0028 -0.0179 0.0116
H 0.432105 -1.988393 6.418872 0.0420 0.0194 0.0748
H 1.366080 -5.424231 3.931099 0.0003 0.0007 0.0000
H 3.163634 -6.099619 5.535018 0.0053 0.0014 0.0098
```
Positions in Å, forces in eV/Å.